No. 1
{"formula": "C5H25NO8S", "method": "ωB97M-V with the def2-TZVPD basis set", "spin_multiplicity": 1, "total_charge": 0, "smiles": "CSCC[C@H](N)C=O.O.O.O.O.O.O.O", "e_homo_ev": -8.5, "fmax_ha_per_bohr": 0.036, "homo_lumo_gap_ev": 8.70, "species": ["O", "C", "C", "C", "C", "S", "C", "N", "H", "H", "H", "H", "H", "H", "H", "H", "H", "H", "H", "H", "H", "O", "H", "H", "O", "H", "H", "O", "H", "H", "O", "H", "H", "O", "H", "H", "O", "H", "H", "O"], "coordinates": [[-2.57742, 1.42717, 1.94138], [-2.14577, 0.30570, 1.99327], [-0.83649, -0.10652, 1.29051], [-0.81834, 0.49385, -0.09321], [0.55150, 0.29509, -0.82642], [1.19277, 1.99098, -0.93984], [2.55568, 1.83491, -2.12458], [-0.67577, -1.55668, 1.29088], [-2.57730, -0.49507, 2.61998], [-0.06104, 0.27507, 1.93567], [-1.10180, 1.54749, -0.01108], [-1.57370, 0.10463, -0.77468], [0.43278, -0.23931, -1.76695], [1.13642, -0.29510, -0.12387], [2.42693, 2.61498, -2.87881], [2.64763, 0.92693, -2.72008], [3.48863, 2.07515, -1.61603], [-0.99578, -1.93443, 2.17716], [-1.11033, -2.01029, 0.49702], [0.22355, -0.82774, 4.29442], [-0.91247, 0.20156, 4.49081], [-0.72403, -0.75038, 4.48989], [-2.79136, -2.87266, -0.37658], [-2.43543, -3.04321, -1.82276], [-2.41394, -2.37883, -1.12109], [0.75885, -2.65514, -1.20164], [2.12283, -2.20292, -0.54313], [1.64999, -2.92311, -0.95785], [3.86711, 2.24051, 1.54705], [2.91515, 3.34117, 1.04721], [3.08720, 2.74698, 1.78729], [-1.24246, -1.67321, -3.45324], [-0.13127, -2.42734, -3.96300], [-0.46318, -2.13584, -3.10199], [0.66973, 2.01425, 4.61253], [-0.06660, 2.57477, 3.34123], [-0.18936, 2.08633, 4.16753], [-1.72455, 0.54504, -3.70145], [-0.82038, 0.77266, -4.93614], [-1.33801, 0.11257, -4.46938]], "atomic_forces_ev_per_a": [[-0.33, -0.22, 0.11], [0.90, 0.40, -0.10], [-1.54, -0.99, -0.01], [0.55, 0.22, -0.94], [-0.78, 0.65, 1.43], [0.05, -0.71, -0.97], [0.35, 0.99, -0.35], [0.27, 0.14, 0.04], [-0.38, 0.04, -0.03], [0.53, 0.61, 0.04], [0.33, 0.00, 0.09], [-0.35, -0.51, 0.45], [0.17, 0.31, -0.11], [0.42, -0.05, -0.30], [-0.06, 0.11, 0.10], [-0.26, -0.32, 0.58], [0.16, -0.37, -0.09], [0.09, -0.17, -0.18], [-0.07, 0.14, 0.16], [-0.45, 0.14, 0.10], [0.29, -0.05, -0.05], [0.20, -0.16, -0.09], [-0.06, 0.34, -0.09], [0.32, 0.22, -0.11], [-0.43, -0.64, 0.28], [0.10, 0.42, 0.06], [-0.39, 0.28, 0.06], [0.30, -0.84, -0.26], [0.01, 0.02, -0.10], [-0.01, -0.25, 0.03], [0.00, 0.19, 0.25], [0.20, 0.27, 0.58], [0.60, -0.21, 0.35], [-0.54, -0.31, -0.88], [-0.26, 0.29, -0.45], [0.17, -0.14, 0.28], [0.11, -0.11, 0.18], [0.10, 0.25, -0.07], [0.00, 0.12, 0.10], [-0.29, -0.11, -0.09]], "lowdin_charge": [0.061, -0.225, -0.376, -0.242, -0.463, 0.836, -0.411, 0.064, 0.118, 0.127, 0.080, 0.102, 0.057, 0.054, 0.019, 0.043, 0.014, 0.062, 0.037, 0.049, 0.006, -0.066, 0.055, 0.045, -0.068, -0.009, 0.015, -0.061, 0.029, 0.006, -0.084, 0.016, 0.060, -0.072, 0.061, 0.055, -0.054, 0.049, 0.052, -0.043]}

No. 2
{"formula": "C5H25NO9", "method": "ωB97M-V with the def2-TZVPD basis set", "spin_multiplicity": 2, "total_charge": 1, "e_homo_ev": [-13.8, -13.8], "fmax_ha_per_bohr": 0.034, "homo_lumo_gap_ev": [10.69, 5.92], "species": ["C", "C", "N", "C", "C", "C", "O", "O", "H", "H", "H", "H", "H", "H", "H", "H", "H", "H", "H", "H", "H", "O", "H", "H", "O", "H", "H", "O", "H", "H", "O", "H", "H", "O", "H", "H", "O", "H", "H", "O"], "coordinates": [[-2.32098, 2.01459, 0.65599], [-1.13480, 1.73235, 1.63109], [-0.00946, 1.26506, 0.85167], [1.31109, 2.48599, -0.89010], [1.10400, 2.15968, 0.58777], [2.29507, 1.42893, 1.24491], [3.29372, 1.11527, 0.45183], [2.28675, 1.22292, 2.43080], [-3.24765, 2.07862, 1.22780], [-2.31551, 1.27249, -0.12877], [-2.19008, 3.02108, 0.26208], [-0.82995, 2.69888, 2.03337], [-1.43700, 1.11561, 2.46618], [-0.23116, 0.69562, 0.00542], [0.34017, 2.79239, -1.27055], [2.12816, 3.17034, -1.08238], [1.67524, 1.58463, -1.38366], [0.94364, 3.03279, 1.20463], [3.88054, 0.41965, 0.78135], [-0.01247, -0.38988, 3.15578], [1.34460, 0.01648, 3.75745], [0.64210, -0.64945, 3.80649], [-2.81480, -2.04493, -0.29089], [-3.08958, -0.54174, -0.83321], [-3.24584, -1.47963, -0.93484], [1.51537, -1.36688, -3.18619], [1.14605, -1.11827, -1.70513], [1.22181, -1.79778, -2.37610], [-1.08217, -3.19914, -0.59830], [-0.82967, -4.65295, -0.37345], [-1.27852, -4.05494, -0.99522], [-1.44884, 0.80225, -2.28865], [-0.90866, -0.63866, -1.98929], [-0.93546, 0.28038, -1.64769], [-2.44454, -2.23031, -2.85409], [-1.61367, -2.19085, -4.21700], [-2.08818, -1.67257, -3.56447], [0.22034, -1.26595, 1.02557], [1.34648, -1.99308, 0.24256], [0.39888, -1.81442, 0.25520]], "atomic_forces_ev_per_a": [[0.29, 0.39, 0.64], [-0.04, 1.35, -0.36], [-0.57, 0.93, -1.30], [-0.22, -1.15, 0.10], [0.80, -0.11, 0.36], [0.77, -0.06, 1.55], [-0.33, -0.08, -1.46], [-0.25, -0.04, -0.33], [0.03, -0.48, -0.08], [-0.47, 0.01, -0.08], [0.17, -0.13, -0.39], [0.03, -0.27, 0.44], [0.10, -0.68, 0.01], [-0.15, -0.53, 0.16], [0.31, 0.26, -0.47], [-0.23, 0.62, 0.45], [-0.51, -0.12, -0.21], [0.09, 0.31, 0.09], [0.07, 0.25, 0.58], [-0.03, 0.12, 0.15], [-0.25, -0.13, -0.03], [0.16, -0.12, -0.04], [0.05, 0.42, 0.34], [0.36, -0.19, 0.48], [-0.58, -0.57, -0.75], [0.02, 0.02, 0.08], [-0.02, 0.22, -0.07], [0.06, -0.19, -0.17], [0.29, 0.08, -0.23], [-0.28, 0.00, -0.45], [0.11, -0.08, 0.63], [0.30, -0.52, 0.05], [-0.30, 0.32, -0.32], [0.09, 0.12, 0.13], [0.14, -0.12, -0.47], [-0.10, -0.42, 0.22], [0.05, 0.67, 0.41], [0.31, -0.41, 0.30], [-0.04, -0.24, 0.18], [-0.23, 0.53, -0.15]], "lowdin_charge": [-0.005, -0.143, 0.173, 0.013, -0.221, -0.459, 0.173, 0.137, 0.103, 0.038, 0.093, 0.132, 0.135, 0.109, 0.093, 0.109, 0.086, 0.160, 0.163, -0.016, 0.019, -0.036, 0.036, 0.010, -0.022, 0.058, -0.022, -0.042, -0.025, 0.057, -0.052, 0.094, 0.034, -0.082, 0.024, 0.052, -0.057, 0.028, 0.075, -0.023]}

Record-wise energy relative to the best compared isomer or geometry (same formula, charge and spin) values, in kJ/mol: 98.2 0.0
Record-wise E values, in hartree: -1260.32501 -937.10762